Record 1
This record from the Open Molecules 2025 dataset describes a structure of composition C60H48N9PPdS. The level of theory is ωB97M-V/def2-TZVPD.

- HOMO level: -12.3 eV
- Largest force on an atom: 0.25 eV/A
- Molar mass: 1064.57 Da
- Kohn-Sham gap: 7.18 eV
- Calculated total energy: -3675.05057 hartree
- ΔE to the lowest compared entry with this formula, charge and spin: 229.2 kJ/mol

```
! wB97M-V def2-TZVPD RIJCOSX def2/J DEFGRID3
* xyz 2 1
Pd -0.0519 -0.3612 0.2649
S 1.2006 1.0519 2.9125
P 0.2292 1.5557 -2.7002
N -2.2424 0.3283 -3.1935
N 0.2181 -1.7606 4.0132
N 0.1531 3.6093 -0.7564
N 2.6497 0.4049 -3.5283
N -1.3089 -0.3756 -1.3462
N 0.2314 -2.3481 0.5222
N 0.7918 -0.3874 2.1134
N -0.0911 1.6355 0.1193
N 1.8925 -0.4036 -1.6166
C -2.9542 -2.9352 0.0120
C 4.5728 -4.3022 -0.7813
C -0.3421 2.0359 2.5532
C -1.5546 1.1310 2.6724
C 0.2186 -1.3786 6.3565
C -4.9900 -2.0385 -3.1162
C -4.5303 -0.7249 -3.0546
C -1.4977 0.9072 6.2495
C 0.3557 -3.2572 -0.4389
C 0.4589 -2.6812 1.8020
C 0.6881 -4.5712 -0.1570
C 0.1300 2.2862 -1.0179
C -1.2559 0.1802 7.4962
C 4.0216 -2.9660 1.1382
C 7.0462 -1.6576 -5.2695
C 3.5265 -0.5757 -3.1400
C -0.3618 3.1275 3.6036
C -1.7865 0.3603 3.7263
C 4.7389 -0.9353 -3.8935
C -1.1237 0.3657 -2.4307
C -4.6199 -1.4894 1.6965
C 0.7774 -3.9755 2.1606
C -0.0677 5.1706 1.1538
C -2.4117 0.9580 -4.5010
C -3.5241 -3.5484 1.1185
C -0.1919 2.5481 1.1410
C 1.1072 7.1306 1.9096
C -1.2987 7.0992 1.9007
C -7.1145 -1.2638 -3.9283
C -0.9053 0.2992 4.9296
C -0.1047 -0.9276 5.1350
C -4.0487 -0.8764 0.5906
C -6.6642 0.0476 -3.8655
C -0.3360 1.5447 5.5407
C -5.3778 0.3178 -3.4268
C -0.1052 7.7605 2.1560
C 1.1276 5.8379 1.4081
C 0.8902 -4.9349 1.1617
C 5.8147 -1.7067 -5.9077
C -6.2785 -2.3052 -3.5505
C 0.4743 -1.5029 2.7277
C -3.1761 -0.4530 -2.5533
C -0.4011 2.8831 4.9073
C -0.0446 3.8010 0.5974
C -4.3514 -2.8241 1.9664
C 4.5382 -4.1368 0.5964
C 4.0951 -3.3020 -1.6162
C 3.0374 -1.0630 -1.9435
C 3.5767 -2.1263 -1.0787
C -3.2041 -1.5928 -0.2541
C -1.2822 5.8065 1.3988
C 5.9780 -0.8906 -3.2576
C -2.5824 -0.8798 -1.3908
C -0.3727 -0.8248 7.5580
C 3.5425 -1.9656 0.3063
C 4.6639 -1.3497 -5.2219
C 1.6744 0.4745 -2.5748
C 7.1263 -1.2515 -3.9445
C 2.7867 1.2408 -4.7151
C 0.3885 4.6874 -1.7133
H 2.3307 2.2099 -4.5311
H -0.3470 4.1507 3.2628
H -2.3370 -3.5124 -0.6635
H -2.7789 1.9773 -4.3962
H 3.7014 -1.4114 -5.7163
H -0.1641 -1.3150 8.4986
H -2.6687 -0.2731 3.7304
H 3.8435 1.3791 -4.9273
H 0.7990 -5.2834 -0.9615
H -0.1198 8.7681 2.5491
H -2.2461 1.1261 1.8368
H 0.8532 -2.2524 6.4505
H 2.0721 5.3379 1.2283
H -2.2110 5.2841 1.2035
H 4.9285 -4.9106 1.2448
H -0.2388 5.5351 -1.4520
H 2.3105 0.7773 -5.5777
H -8.1191 -1.4737 -4.2699
H -2.2430 7.5902 2.0937
H 2.0371 7.6445 2.1128
H -4.2648 0.1627 0.3686
H -5.2853 -0.9284 2.3396
H -6.6293 -3.3271 -3.5994
H -1.8190 0.4719 8.3732
H 0.6064 1.3728 6.0546
H 0.9947 -4.2448 3.1853
H 7.9435 -1.9376 -5.8047
H -7.3185 0.8604 -4.1503
H 3.1489 -1.0449 0.7223
H 4.9805 -5.2091 -1.2083
H 4.0164 -2.8230 2.2124
H 4.1262 -3.4329 -2.6909
H -4.8037 -3.3047 2.8240
H -2.4546 1.4019 6.1349
H -3.3385 -4.5980 1.3079
H -1.4592 0.9684 -5.0228
H 5.7498 -2.0300 -6.9380
H 0.1004 -2.7409 4.2142
H 1.4320 4.9960 -1.6866
H 6.0367 -0.5726 -2.2240
H 8.0856 -1.2125 -3.4462
H -4.3329 -2.8492 -2.8273
H -3.1282 0.3769 -5.0745
H 0.1354 4.3404 -2.7111
H 1.1608 -5.9507 1.4161
H 0.1934 -2.9035 -1.4487
H -5.0398 1.3448 -3.3541
H -0.4077 3.7292 5.5865
*
```

---

Record 2
This record from the Open Molecules 2025 dataset describes a structure of composition C60H50Cl2NOP3SiV at a distorted geometry. The level of theory is ωB97M-V/def2-TZVPD.

- HOMO level (alpha / beta): -6.9 / -6.9 eV
- Largest force on an atom: 1.00 eV/A
- Molar mass: 1043.92 Da
- Kohn-Sham gap (alpha / beta): 7.42 / 7.03 eV
- Calculated total energy: -5624.48869 hartree
- ΔE to the lowest compared entry with this formula, charge and spin: 0.0 kJ/mol

```
! wB97M-V def2-TZVPD RIJCOSX def2/J DEFGRID3
* xyz 0 4
V -0.1363 -0.0251 -0.4940
Cl -1.1789 1.6032 -2.0725
Cl 2.0600 -4.9667 -2.3113
P -1.9263 -1.7216 0.0116
P -0.5359 1.7628 1.3068
P 2.4071 0.6553 -0.4484
Si 0.7947 -1.1147 1.4721
O -2.7999 -0.2097 -4.1789
N 0.5275 -1.3356 -2.0566
C -2.7150 0.9847 2.8377
C 4.6317 -1.0819 -0.0655
C 0.8622 -1.7811 -4.3811
C -3.2809 -2.7192 -2.2525
C -2.2143 -3.9644 1.7402
C -0.2936 5.4499 -0.4889
C 0.4616 -0.9578 -3.3410
C -4.0240 0.0320 -0.2906
C -0.2516 -2.5713 2.1073
C 0.4041 1.3488 2.8427
C 4.5462 -3.0993 1.2289
C -1.8554 -4.7820 2.7905
C 1.0748 4.1044 1.5009
C -4.0506 3.4020 2.8268
C 2.5672 -1.6967 1.0709
C 1.0050 0.0881 2.9210
C -5.7567 -1.1805 1.5007
C 1.4539 -3.4123 -2.7771
C -1.4428 -2.8431 1.4093
C -0.0076 3.4799 0.8908
C 1.1399 1.8819 5.0765
C -3.5083 -3.6136 -3.2878
C 1.7782 0.6436 5.1576
C 4.4587 2.7659 2.4096
C 3.9611 3.0485 -0.3018
C 2.8680 0.8151 -2.2207
C -2.8591 3.2593 2.1249
C 3.2843 -0.8455 0.2030
C 3.8636 0.1045 -4.3004
C 1.4645 5.3879 1.1348
C -0.7085 -4.4955 3.5281
C -1.7629 -5.0299 -2.4526
C 4.7221 3.9972 0.3713
C 1.0288 -2.5484 -1.7904
C 2.4259 2.0263 -4.2650
C 2.2288 1.8512 -2.9044
C -2.1771 2.0481 2.1154
C 0.7835 6.0657 0.1392
C 3.7081 1.8185 1.7352
C 3.2267 -2.8311 1.5560
C -5.2927 0.5567 -0.0868
C -3.8926 1.1258 3.5489
C 3.4330 1.9567 0.3747
C -2.2974 -2.9695 -1.3019
C 1.3650 -3.0359 -4.1041
C 3.6706 -0.0666 -2.9356
C -3.6116 -1.1071 0.3959
C 0.4519 2.2245 3.9320
C 3.2492 1.1551 -4.9664
C -2.7517 -4.7705 -3.3932
C -4.4854 -1.6964 1.3061
C -4.5710 2.3382 3.5443
C 1.6993 -0.2368 4.0967
C 4.9659 3.8670 1.7282
C -6.1645 -0.0517 0.8029
C -0.6811 4.1744 -0.1194
C -1.5404 -4.1350 -1.4177
C -2.9998 0.3044 -5.4737
C 0.0767 -3.4142 3.1828
C 5.2575 -2.2109 0.4312
H -4.1779 -2.5524 1.8904
H 2.3104 5.8435 1.6306
H -2.1994 0.0283 2.8675
H 0.9723 -3.2204 3.7592
H -0.0538 3.1821 3.8775
H -5.5900 1.4485 -0.6208
H 1.9160 2.8314 -4.7757
H -3.0903 -4.2112 1.1528
H -3.4610 -0.4829 -6.0681
H 5.0285 -3.9909 1.6072
H 4.6485 2.6371 3.4662
H -0.8365 5.9615 -1.2717
H 5.5567 4.6069 2.2510
H 3.3379 0.9626 2.2850
H -1.5093 3.7078 -0.6364
H 1.6340 3.6002 2.2784
H 1.6827 -3.7081 -4.8886
H 1.5395 2.5031 -2.3778
H -2.4616 -5.6444 3.0338
H 2.3229 0.3727 6.0519
H 4.1304 -0.9150 -2.4439
H -4.5634 4.3540 2.8167
H -4.2778 -3.3938 -4.0151
H 0.0840 0.0407 -3.5255
H -2.4679 4.1178 1.5985
H -1.1621 -5.9271 -2.5192
H 3.3994 1.2889 -6.0291
H -2.0581 0.5863 -5.9548
H -2.3642 0.4740 -3.6419
H -0.7776 -4.3707 -0.6840
H -7.1523 0.3584 0.9641
H 2.2036 -1.1928 4.1709
H 5.1975 -0.3785 -0.6658
H -0.4281 -5.1312 4.3585
H -6.4195 -1.6523 2.2131
H 6.2975 -2.3990 0.1971
H -3.8622 -1.8076 -2.2086
H -3.3434 0.5343 -0.9737
H 4.4871 -0.5928 -4.8434
H -5.4932 2.4492 4.0972
H -3.6631 1.1740 -5.4782
H 1.0949 -2.8386 -0.7500
H -4.2848 0.2856 4.1039
H 3.7854 3.1851 -1.3602
H -2.9284 -5.4648 -4.2030
H 1.1803 2.5688 5.9111
H 0.7797 -1.4180 -5.3949
H 2.6973 -3.5203 2.2010
H 1.0862 7.0627 -0.1507
H 5.1200 4.8413 -0.1754
*
```